240
Properties=species:S:1:pos:R:3:forces:R:3 method="wB97M-V/def2-TZVPD" e_homo_ev=-8.814 multiplicity=1 relative_energy_kcal_mol=84.1 lumo_energy_ha=0.0182 energy_ev=-111232.718
C -0.92129 -2.15380 8.12523 1.74 -1.01 -2.22
C 0.16913 -3.10888 8.77321 -1.10 1.31 -0.63
C 1.43836 -3.23573 7.95248 -0.28 1.74 -0.88
O 1.22820 -3.45894 6.56813 0.15 0.05 0.13
C 0.67748 -4.72812 6.27973 -0.94 0.55 -1.16
N 0.61350 -2.68744 10.08803 -2.11 -1.76 2.03
H -1.89013 -2.31962 8.55568 -0.42 0.21 0.31
H -0.96036 -2.39287 7.01307 -0.29 -0.20 1.22
H -0.63522 -1.10210 8.02736 0.03 0.03 0.85
H -0.34045 -4.06773 8.85927 0.24 -0.19 0.19
H 2.09389 -3.94421 8.38523 0.59 -1.23 0.49
H 1.99694 -2.27430 8.04329 -0.45 -0.42 -0.28
H 0.38060 -4.72172 5.20379 0.37 0.02 0.68
H -0.26948 -4.89095 6.81657 0.35 -0.18 0.14
H 1.39739 -5.51872 6.43825 0.16 -0.40 0.30
H 0.75049 -1.71183 10.13964 0.34 1.33 -0.26
H -0.19382 -2.85093 10.76635 1.56 0.20 -1.04
C -1.19531 -4.77600 -6.24445 -1.00 -0.73 1.81
C -0.40118 -5.18687 -4.96766 0.04 -1.06 -0.01
C -1.40151 -5.58651 -3.88146 -1.47 0.47 0.14
O -0.83333 -6.09413 -2.68912 0.96 1.00 0.17
C -1.14712 -7.32183 -2.02295 -0.49 0.38 -1.04
N 0.32245 -6.47210 -5.23942 1.84 0.82 -0.45
H -0.59631 -4.54530 -7.10032 0.57 -0.13 -0.42
H -1.80285 -3.86860 -6.04969 0.07 -0.64 -0.08
H -1.85965 -5.67921 -6.41116 0.53 1.23 -0.33
H 0.23782 -4.39389 -4.55145 0.10 -0.14 -0.40
H -2.01997 -6.34744 -4.33682 -0.35 -0.45 -0.13
H -2.09397 -4.69053 -3.72595 0.77 -0.90 0.47
H -0.19281 -7.80802 -1.72920 -0.60 0.17 -0.42
H -1.77665 -7.97153 -2.68889 0.64 0.33 0.66
H -1.69506 -7.06813 -1.10459 -0.03 -0.24 -0.20
H 0.53209 -6.54649 -6.23946 -0.43 0.09 0.16
H 1.29733 -6.40584 -4.87510 -1.11 -0.14 0.15
C -2.56843 -0.52409 -6.54942 -2.87 -0.19 -1.71
C -1.40984 -0.31475 -5.70264 2.19 1.02 -1.08
C -1.75842 -0.30663 -4.28053 0.25 -0.14 2.32
O -2.79895 0.60487 -3.93775 0.87 -0.04 -0.50
C -3.14923 0.63473 -2.57451 -1.12 2.00 -0.19
N -0.33206 -1.29122 -5.91684 -0.94 -1.14 0.41
H -3.03848 -1.48985 -6.35785 -0.22 -0.11 0.18
H -2.37550 -0.52047 -7.62096 0.57 -0.05 -0.02
H -3.36309 0.26774 -6.45245 0.76 -0.73 0.41
H -0.97500 0.60584 -6.07567 0.15 0.41 0.40
H -0.82736 -0.27485 -3.63920 -0.81 0.78 -0.36
H -2.10481 -1.31676 -4.07688 -0.44 -0.55 0.21
H -3.07321 -0.32647 -2.12077 0.62 -0.73 0.61
H -4.25234 0.85384 -2.58350 0.98 0.15 0.29
H -2.60084 1.48925 -2.02504 -0.62 -1.52 -0.55
H 0.55669 -0.89961 -5.61547 -0.26 -0.34 0.13
H -0.59035 -2.12365 -5.33842 0.88 0.73 -0.67
C 1.58959 -2.53279 -2.53113 0.55 -0.34 0.11
C 2.75917 -2.29527 -1.56722 -0.09 0.53 -1.68
C 3.46223 -3.58589 -1.25999 0.47 0.54 1.97
O 3.71590 -4.45507 -2.32361 0.47 0.77 -0.44
C 3.13081 -5.73234 -2.26044 -1.27 0.40 -0.23
N 3.75429 -1.35015 -2.13607 -0.54 -0.20 -0.52
H 1.21074 -1.58166 -2.86511 -0.63 0.47 0.15
H 0.82437 -3.12366 -1.98784 0.13 0.20 -0.77
H 1.97909 -3.00577 -3.47001 -0.41 -0.13 0.95
H 2.44016 -1.83552 -0.63166 -0.33 -0.32 0.18
H 2.84273 -4.04567 -0.47957 0.44 -0.43 0.01
H 4.41068 -3.16734 -0.81618 -0.41 -1.21 -0.09
H 2.00860 -5.63823 -2.17832 0.90 -0.27 0.19
H 3.55864 -6.32719 -1.45635 -0.14 -0.09 0.15
H 3.32864 -6.17950 -3.23072 0.13 -0.25 -0.01
H 3.23616 -0.73156 -2.75437 0.16 0.36 0.09
H 4.30505 -1.90026 -2.77830 0.41 -0.15 -0.27
C 1.91274 1.31922 -0.77529 1.14 -0.83 0.27
C 0.42317 1.55814 -0.79917 -0.52 -0.27 -0.68
C -0.46342 0.61410 0.02475 0.79 0.90 1.98
O -0.64122 -0.58884 -0.61111 -0.30 -1.86 -0.74
C -1.48602 -1.52562 0.09617 0.50 1.79 0.06
N 0.21951 2.88400 -0.32555 -0.15 1.70 1.29
H 2.15530 0.28220 -1.04705 -0.12 0.28 0.00
H 2.39119 1.48309 0.22055 -0.69 -0.07 -0.38
H 2.47914 1.98140 -1.45570 -0.69 -0.37 0.20
H 0.04519 1.44848 -1.82915 0.16 -0.23 -0.15
H -1.46280 1.11288 0.18785 0.75 -0.25 0.13
H 0.08803 0.47174 1.03361 -1.10 0.14 -1.17
H -0.95942 -1.92496 0.97285 -0.16 0.03 -0.06
H -1.78508 -2.32202 -0.56758 0.09 -0.15 -0.29
H -2.37622 -0.93973 0.40420 0.14 -0.52 0.06
H -0.71797 3.25965 -0.30820 -0.35 -0.39 -0.16
H 0.80164 3.60064 -0.74247 0.17 -0.19 -0.21
C -6.53964 4.81432 -4.47984 1.06 0.14 -0.06
C -5.27554 3.89471 -4.49288 -0.76 1.39 0.52
C -4.23871 4.29818 -3.46037 -3.01 -1.22 3.52
O -3.56230 5.37312 -3.83255 0.88 2.55 -1.51
C -2.73117 5.97092 -2.87234 -0.37 -0.47 0.25
N -5.72904 2.56472 -4.20353 -1.70 0.57 0.09
H -6.32639 5.83897 -4.78274 0.30 -0.01 -0.15
H -6.86243 4.90085 -3.44062 -0.46 -0.35 -0.13
H -7.31535 4.45228 -5.17426 0.17 -0.08 0.51
H -4.74401 4.01321 -5.41336 0.13 -0.13 -1.23
H -3.59708 3.46375 -3.14788 0.13 -0.28 -0.33
H -4.85182 4.56259 -2.48442 0.93 -0.62 -1.29
H -2.65678 7.01831 -3.16204 0.36 -0.08 0.29
H -1.80862 5.42515 -2.89976 1.09 0.11 -0.06
H -3.07146 5.83587 -1.82652 -0.43 0.30 -0.44
H -5.00746 1.95269 -4.43208 1.29 -1.67 -0.46
H -6.54374 2.37251 -4.79410 0.48 -0.22 0.33
C 6.60837 -0.11598 2.43408 -0.50 -0.70 -3.40
C 5.45578 -0.92109 1.71871 1.07 -0.54 0.89
C 4.19805 -0.87725 2.59938 0.79 0.06 -1.53
O 3.33957 -1.92726 2.25507 -1.99 0.07 0.38
C 2.10749 -1.92047 3.05950 0.14 -0.02 -0.42
N 5.11565 -0.36664 0.38362 1.23 -0.14 1.04
H 7.56318 -0.37598 1.93451 -0.43 0.51 -0.08
H 6.75009 -0.47284 3.39451 -0.07 -0.28 2.24
H 6.38625 0.94727 2.31813 0.22 -0.08 0.39
H 5.72609 -2.00657 1.67416 0.12 0.64 -0.07
H 3.81967 0.09219 2.31316 -0.96 0.66 0.46
H 4.38527 -0.96930 3.63902 0.64 0.32 1.15
H 1.68560 -0.88977 3.30429 0.78 -1.10 -0.61
H 2.24002 -2.45739 4.02464 0.19 0.31 -0.48
H 1.37511 -2.49412 2.45658 0.26 0.39 0.39
H 4.21375 -0.75419 0.23769 -0.86 -0.21 -1.02
H 5.73678 -0.70267 -0.37248 -0.68 0.13 0.77
C -1.51249 5.07921 4.81133 -0.31 0.63 -1.21
C -2.32027 4.80692 3.54551 -0.12 -0.46 1.08
C -3.63609 5.53754 3.70440 -0.27 -0.85 0.02
O -4.56738 4.80343 2.92191 -1.46 0.96 -0.48
C -5.84847 5.46408 2.78844 0.44 -0.52 -0.55
N -1.53368 5.38372 2.49867 0.22 0.58 -2.00
H -0.66790 4.44785 4.79787 1.46 -0.32 -0.01
H -2.03122 4.85613 5.69614 -0.95 -0.24 1.23
H -1.27536 6.15741 4.76530 0.28 -0.56 0.30
H -2.62843 3.72934 3.41436 0.68 0.67 0.16
H -3.49524 6.55500 3.36818 -0.25 0.49 -0.20
H -3.99936 5.52193 4.74583 0.21 0.10 -0.15
H -6.36623 5.55137 3.77765 0.34 0.03 -0.86
H -6.41975 4.84012 2.06228 0.11 0.29 0.83
H -5.71854 6.43966 2.27439 -0.08 -0.23 0.64
H -1.85472 5.25240 1.54001 -0.52 -0.17 0.42
H -0.55791 5.12752 2.43941 0.07 -0.40 0.75
C 4.73288 5.05450 -4.10424 -0.92 -1.23 1.28
C 5.50114 3.83588 -3.58214 0.13 -0.16 -0.21
C 4.56047 2.83694 -2.85581 0.06 0.82 1.00
O 3.95614 3.47020 -1.70692 -0.97 -0.05 -1.10
C 4.65233 3.48237 -0.50537 1.16 0.53 0.67
N 6.23015 3.18955 -4.66212 -0.06 -2.22 -0.60
H 4.16225 5.45153 -3.26004 0.43 0.54 0.00
H 3.93551 4.76325 -4.76443 -0.27 -0.48 -0.72
H 5.33446 5.76350 -4.60958 0.72 0.77 -0.20
H 6.33366 4.20074 -2.95776 -0.66 -0.13 0.50
H 5.05043 1.93251 -2.50455 0.65 -0.09 0.08
H 3.70035 2.46507 -3.42783 0.38 0.54 -0.36
H 3.92080 3.76387 0.28794 0.64 -0.32 -0.42
H 5.45038 4.26684 -0.57481 -0.41 -0.49 0.42
H 5.14745 2.51009 -0.28086 -0.51 0.42 -0.03
H 5.54683 2.82553 -5.35154 0.46 0.40 0.32
H 6.65722 2.29532 -4.28620 -0.42 1.42 -0.51
C 1.62711 -6.15710 1.78600 -0.42 0.58 -0.88
C 2.99362 -5.61089 2.11001 0.11 1.73 -0.55
C 3.33516 -5.69587 3.56241 -0.65 -0.28 0.79
O 4.56608 -5.06212 3.76079 0.74 -0.60 0.88
C 5.02368 -5.25864 5.10163 0.76 2.19 -1.34
N 4.02821 -6.24030 1.31382 0.22 -0.04 -0.65
H 1.30386 -5.99506 0.73795 0.39 0.32 0.46
H 0.83135 -5.82534 2.43784 -0.07 0.48 0.26
H 1.64440 -7.20526 1.86711 0.14 -1.69 0.27
H 3.07046 -4.52201 1.86853 -0.34 -0.60 0.02
H 3.44104 -6.78321 3.79612 -0.31 0.45 0.33
H 2.57393 -5.18974 4.20976 0.24 -0.62 -0.37
H 4.91051 -6.19238 5.52991 -0.51 -2.53 0.19
H 4.49964 -4.59906 5.75980 -0.32 0.83 0.52
H 6.08971 -5.04656 5.11597 0.03 0.28 -0.01
H 4.26647 -7.13614 1.70442 -0.13 -0.62 0.10
H 4.87891 -5.71127 1.43278 0.16 0.27 -0.09
C -1.31622 -0.84685 4.35362 0.36 0.81 0.59
C -2.72367 -1.38928 4.36255 -0.79 1.48 -0.55
C -3.75728 -0.25934 4.55769 -0.98 -0.72 0.00
O -3.44664 0.53850 5.64375 0.41 0.74 0.60
C -4.42271 1.43799 6.16936 2.60 1.39 -0.10
N -3.09817 -1.99884 3.06308 1.21 0.14 -0.13
H -1.18421 -0.28367 3.42750 0.24 0.06 -0.06
H -0.56353 -1.62311 4.42524 0.12 -0.29 -0.17
H -1.11414 -0.13528 5.20789 -0.49 -0.79 -0.87
H -2.85720 -2.07350 5.17969 -0.05 -0.66 0.22
H -4.73049 -0.80172 4.67073 0.21 0.43 0.32
H -3.89641 0.31336 3.63518 0.38 0.29 -0.17
H -4.66190 2.33323 5.55209 0.46 -0.57 -0.11
H -3.97471 1.81448 7.12664 -0.65 -0.43 -0.78
H -5.29187 0.91309 6.30801 -2.39 -1.22 0.74
H -4.09288 -2.07464 3.01587 -0.86 -0.47 0.22
H -2.92500 -1.29087 2.34029 0.31 -0.32 0.30
C 1.89047 1.47749 -5.79425 -0.91 -0.35 0.64
C 1.33727 2.79269 -5.23489 -0.07 -0.62 -0.73
C -0.14138 2.98636 -5.51397 0.67 -0.69 -0.67
O -0.32505 3.08094 -6.91086 -0.72 0.00 -0.49
C -1.71680 3.16952 -7.17932 -0.41 0.70 -0.98
N 1.60663 2.81482 -3.81851 -0.01 1.33 0.89
H 2.95689 1.47361 -5.80464 0.90 0.19 -0.03
H 1.53395 1.27021 -6.79162 -0.17 -0.12 -0.32
H 1.61983 0.64797 -5.10070 -0.06 0.50 -0.41
H 1.82639 3.62516 -5.74502 0.25 0.04 0.16
H -0.45849 3.89616 -5.04353 -0.43 0.65 0.49
H -0.71665 2.13101 -5.14623 -0.06 0.23 0.43
H -1.96934 3.35117 -8.26688 0.84 -0.37 1.08
H -2.16091 4.00610 -6.63612 0.03 0.21 0.15
H -2.24189 2.28410 -6.84488 -0.11 -0.45 0.03
H 0.78110 2.55486 -3.28974 -0.10 -0.38 -0.07
H 1.74021 3.78693 -3.51576 0.08 -0.35 -0.07
C 0.34292 6.88238 -0.97576 -1.28 1.68 1.18
C 1.72113 6.60031 -1.41065 0.00 -0.34 0.86
O 1.64198 5.24998 -1.81738 2.07 -0.82 -0.05
H 0.40325 7.92927 -0.64662 -0.71 0.11 -0.18
H 0.10178 6.34976 -0.04051 -0.10 -0.18 -0.55
H -0.46184 6.75940 -1.75389 1.07 0.05 0.78
H 2.45208 6.84626 -0.58533 -0.62 -0.84 -0.54
H 1.98550 7.29222 -2.18113 0.35 0.15 -1.13
H 2.52455 4.82175 -1.70007 -0.53 0.03 -0.35
C -4.83119 1.45557 0.33648 -1.58 -0.51 0.21
C -4.71991 2.88480 -0.20708 0.89 -1.54 -0.30
O -3.75848 3.67798 0.46634 -0.69 0.74 0.43
H -5.64110 0.88068 -0.22106 0.71 0.88 0.68
H -5.07719 1.46729 1.40410 -0.06 -0.14 -0.07
H -3.95584 0.83061 0.20236 0.55 0.30 -0.04
H -5.69767 3.36208 -0.21315 -0.04 0.03 -0.30
H -4.32083 2.67268 -1.19821 -0.47 0.86 -0.36
H -4.25809 4.29320 1.05571 0.92 -0.76 -0.14
C 1.42148 1.76472 4.65708 -0.08 0.44 0.59
C 0.76675 1.90073 3.30939 1.05 -0.21 -1.31
O 1.08263 3.09710 2.60806 0.24 0.05 -0.77
H 2.30576 1.14191 4.84935 -0.70 -0.54 -0.48
H 0.60576 1.67693 5.37063 0.20 -1.00 0.39
H 1.79223 2.70144 4.98167 0.47 1.53 -0.15
H -0.26103 1.85142 3.42917 -2.40 0.37 0.71
H 0.86800 1.03901 2.65710 0.98 -0.35 -0.08
H 0.80226 3.01739 1.64741 0.23 -0.10 1.02
C -2.55674 -5.19007 1.19856 -1.43 -0.97 -0.36
C -2.04290 -5.64148 2.52984 1.89 0.48 -0.46
O -1.31702 -4.54356 3.16211 0.05 -1.49 -0.43
H -1.81814 -4.82707 0.54435 1.28 0.63 -0.62
H -3.25140 -4.40916 1.43244 -0.54 0.73 -0.30
H -3.10674 -5.94153 0.58475 0.25 0.16 0.81
H -1.36283 -6.50284 2.41372 -0.18 0.38 0.37
H -2.86041 -5.88091 3.14776 -1.01 -0.68 0.90
H -1.82127 -3.76744 2.92309 -0.37 0.88 0.12